C28H26FeN9S | the ωB97M-V functional and the def2-TZVPD basis

Cartesian coordinates (Å):
Fe1 0.61 0.18 0.23
N1 -3.32 0.81 -1.31
C1 -2.06 1.01 -0.93
N2 -1.22 0.07 -0.63
C2 -1.64 -1.27 -0.69
N3 -0.84 -2.23 -0.36
N4 0.37 -1.71 0.03
C3 1.30 -2.49 0.44
C4 2.53 -1.79 0.79
C5 3.71 -2.43 1.12
C6 4.86 -1.68 1.28
C7 4.80 -0.31 1.09
C8 3.57 0.27 0.81
N5 2.45 -0.43 0.70
C9 -3.01 -1.55 -1.11
C10 -3.52 -2.85 -1.18
C11 -4.84 -3.06 -1.52
C12 -5.67 -1.97 -1.79
C13 -5.19 -0.68 -1.72
C14 -3.85 -0.48 -1.39
H1 -3.90 1.60 -1.53
H2 -1.71 2.04 -0.89
H3 1.19 -3.57 0.46
H4 3.72 -3.51 1.22
H5 5.80 -2.16 1.53
H6 5.68 0.31 1.16
H7 3.47 1.35 0.70
H8 -2.86 -3.68 -0.96
H9 -5.23 -4.06 -1.57
H10 -6.71 -2.13 -2.04
H11 -5.83 0.17 -1.93
C15 0.75 -1.03 -5.16
C16 1.30 -1.63 -4.05
C17 1.42 -0.93 -2.86
C18 0.98 0.38 -2.79
C19 0.43 1.00 -3.90
C20 0.31 0.29 -5.09
N6 1.12 1.05 -1.52
N7 1.07 2.30 -1.58
C21 1.11 2.90 -0.32
C22 1.32 4.28 -0.25
C23 1.49 4.85 0.99
C24 1.46 4.03 2.12
C25 1.20 2.67 2.03
C26 0.98 2.05 0.79
H12 0.66 -1.58 -6.09
H13 1.65 -2.66 -4.10
H14 1.86 -1.39 -1.98
H15 0.10 2.03 -3.83
H16 -0.12 0.77 -5.95
H17 1.38 4.87 -1.16
H18 1.68 5.91 1.09
H19 1.62 4.48 3.10
H20 1.17 2.08 2.94
C27 -2.22 0.35 4.89
N8 -0.82 -0.04 4.84
C28 -0.13 -0.18 3.70
N9 1.17 -0.50 3.82
S1 -0.85 0.07 2.20
H21 -2.59 0.18 5.89
H22 -2.80 -0.24 4.19
H23 -2.34 1.41 4.63
H24 -0.34 -0.16 5.71
H25 1.60 -0.71 4.70
H26 1.70 -0.65 2.97

As for the charge: +1. The highest occupied orbital energy is -0.3757 Eh. Its calculated total energy is -3237.12614 a.u. For the HOMO-LUMO gap, the calculation gives 6.930 eV. The molar mass is 576.5 g/mol.

Mulliken population analysis, charges in e, atoms 1 to 8: -1.168 0.153 -0.641 0.268 0.101 -1.546 1.377 -0.332